(1)
{
  "formula": "C14H38Cl4O5S5",
  "method": "ωB97M-V/def2-TZVPD",
  "gap_ev": 8.535,
  "e_lumo_ev": 0.29,
  "e_tot_ev": -129633.1062,
  "relative_energy_ev": 0.440,
  "largest_force_ev_per_a": 2.9,
  "multiplicity": 1,
  "e_homo_ha": -0.30287,
  "species": ["C", "S", "O", "C", "H", "H", "H", "H", "H", "H", "C", "S", "O", "C", "H", "H", "H", "H", "H", "H", "C", "S", "O", "C", "H", "H", "H", "H", "H", "H", "C", "S", "O", "C", "H", "H", "H", "H", "H", "H", "C", "S", "O", "C", "H", "H", "H", "H", "H", "H", "Cl", "C", "C", "Cl", "H", "H", "H", "H", "Cl", "C", "C", "Cl", "H", "H", "H", "H"],
  "coordinates": [[-1.121237, 3.127258, -1.856285], [0.526249, 3.054834, -1.413876], [0.719542, 1.573682, -1.106428], [1.159502, 3.509176, -3.051202], [-1.758151, 3.019117, -0.968489], [-1.337632, 2.300001, -2.587679], [-1.399910, 4.142732, -2.218416], [0.903195, 4.582047, -3.124616], [0.705066, 2.807901, -3.752660], [2.238754, 3.374890, -2.922272], [2.697516, 2.499828, 1.328646], [3.322634, 4.071068, 0.787217], [3.313563, 4.061032, -0.750633], [2.055973, 5.246125, 1.190390], [2.372752, 2.588411, 2.379690], [3.499856, 1.750114, 1.474676], [1.919985, 2.095191, 0.731481], [2.329928, 6.090543, 0.525086], [2.125710, 5.574467, 2.225775], [1.118374, 4.787176, 1.091318], [-0.309608, -1.088820, -5.004571], [-1.252155, 0.244211, -5.779921], [-0.579963, 1.483157, -5.357249], [-0.835667, -0.193692, -7.458372], [-0.499911, -2.025240, -5.570334], [-0.709025, -1.282604, -4.034080], [0.752608, -0.878979, -4.903632], [-1.310405, 0.551653, -8.095845], [-1.341260, -1.201007, -7.618686], [0.219660, -0.270883, -7.623504], [-1.644720, 0.749128, 1.047386], [-0.315453, 1.624561, 1.989057], [-0.395510, 3.031525, 1.506412], [-1.230604, 1.619128, 3.662413], [-1.801564, -0.247304, 1.577731], [-1.272563, 0.625418, 0.069696], [-2.524389, 1.346708, 1.015978], [-0.600620, 2.236393, 4.259611], [-1.290127, 0.573976, 4.005570], [-2.221472, 2.108751, 3.545662], [1.608358, -3.317334, 2.343586], [1.999671, -3.880886, 4.056777], [2.175181, -2.627531, 4.913602], [0.474715, -4.614227, 4.488580], [1.200330, -4.083989, 1.673369], [2.553735, -2.861770, 2.090372], [0.727743, -2.613247, 2.519566], [0.407673, -5.603481, 3.909285], [-0.402097, -3.989034, 4.267700], [0.457315, -4.819467, 5.583073], [-2.340265, -3.204979, 1.956033], [-3.559617, -4.031499, 2.911345], [-3.623955, -3.574892, 4.364892], [-5.094239, -4.299793, 5.085554], [-3.343976, -5.072727, 2.801256], [-4.420960, -3.711256, 2.322058], [-3.705880, -2.470185, 4.366419], [-2.770516, -3.887028, 4.885986], [2.286391, -2.465052, -3.316887], [1.802848, -1.015627, -2.313219], [1.114265, -1.354824, -1.048487], [-0.546718, -2.127332, -1.248633], [1.366460, -0.327962, -2.964824], [2.736898, -0.603576, -1.923233], [1.002388, -0.519032, -0.383788], [1.665324, -2.184948, -0.555425]],
  "forces_ev_per_angstrom": [[-2.80, 0.19, -0.68], [1.27, -0.12, 0.85], [0.26, 0.57, -0.56], [0.31, -0.60, 1.22], [0.37, -0.32, -0.05], [0.09, 0.97, 0.48], [0.37, -0.73, -0.23], [0.11, -0.62, -0.37], [0.10, 0.43, -0.38], [-0.16, 0.19, -0.38], [0.65, -0.52, 2.05], [1.33, -0.02, -2.01], [0.07, -0.20, 1.55], [1.04, 0.72, 0.52], [-0.28, 0.39, -0.36], [0.03, 0.62, -0.78], [-0.60, -0.11, -0.73], [-0.64, -0.55, 0.30], [0.33, -0.02, 0.13], [-1.49, -0.27, -0.75], [-0.52, -0.96, -0.83], [-0.14, -1.14, 0.65], [0.44, 0.99, -0.02], [-1.27, -0.98, -0.26], [0.36, 0.53, 0.19], [-0.31, 0.15, 0.83], [-0.07, 0.21, -0.49], [0.16, -0.07, -0.12], [0.63, 1.25, 0.05], [0.62, 0.05, -0.09], [0.99, -1.35, 2.26], [-2.34, -0.32, 0.56], [0.23, 0.24, 0.14], [-0.12, -0.35, -1.85], [0.03, 1.19, -0.87], [0.54, -0.35, -1.17], [-0.72, 0.54, 0.31], [0.42, 0.25, 0.74], [0.01, 0.52, 0.04], [0.64, -0.47, -0.09], [-1.99, 0.51, 1.65], [1.26, 1.32, 0.56], [-0.48, -1.36, -1.32], [-1.46, -1.68, 0.05], [0.69, -0.10, 0.20], [-0.13, 0.30, -0.66], [1.46, -0.34, -0.44], [-0.01, 1.36, 0.86], [0.34, -0.03, -0.15], [0.30, 0.05, -0.80], [1.39, 0.63, -0.17], [-0.72, 0.66, -0.30], [-1.25, 1.00, -1.68], [0.31, 0.16, 0.07], [-0.24, -0.66, 0.10], [-0.48, -0.67, 0.73], [-0.05, -0.67, 0.30], [1.05, -0.43, 0.94], [-0.27, 0.41, 0.53], [1.76, -0.96, 0.77], [-0.73, -2.33, 0.42], [0.42, 0.50, -0.04], [-0.95, 1.03, -0.69], [0.13, 0.16, -0.50], [-0.06, 0.46, -0.02], [-0.18, 0.75, -0.20]],
  "lowdin_charge": [-0.30, 0.82, -0.56, -0.21, 0.04, 0.08, 0.08, 0.07, 0.03, 0.04, -0.31, 0.84, -0.59, -0.26, 0.05, 0.07, -0.04, 0.07, 0.05, -0.01, -0.29, 0.81, -0.56, -0.28, 0.07, 0.00, 0.02, 0.05, 0.08, 0.05, -0.24, 0.84, -0.57, -0.21, 0.04, -0.02, 0.04, 0.02, 0.05, 0.06, -0.26, 0.80, -0.56, -0.32, 0.06, 0.03, 0.05, 0.09, 0.02, 0.07, 0.58, -0.69, -0.63, 0.56, 0.06, 0.06, 0.08, 0.03, 0.54, -0.61, -0.59, 0.50, 0.02, 0.09, 0.04, 0.06]
}

---

(2)
{
  "formula": "C53H92O10",
  "method": "ωB97M-V/def2-TZVPD",
  "gap_ev": 7.176,
  "e_lumo_ev": -1.25,
  "e_tot_ev": -76908.3677,
  "largest_force_ev_per_a": 8.5,
  "multiplicity": 1,
  "smiles": "CCCCCCCCC1=CC(=O)c2cc(CCC)ccc2C1=O.C1CCOC1.C1CCOC1.C1CCOC1.C1CCOC1.C1CCOC1.C1CCOC1.C1CCOC1.C1CCOC1",
  "e_homo_ha": -0.30984,
  "species": ["C", "C", "C", "C", "C", "C", "C", "C", "C", "C", "C", "O", "C", "C", "C", "C", "C", "C", "C", "C", "C", "C", "O", "H", "H", "H", "H", "H", "H", "H", "H", "H", "H", "H", "H", "H", "H", "H", "H", "H", "H", "H", "H", "H", "H", "H", "H", "H", "H", "H", "H", "C", "C", "C", "O", "C", "H", "H", "H", "H", "H", "H", "H", "H", "C", "C", "C", "O", "C", "H", "H", "H", "H", "H", "H", "H", "H", "C", "C", "C", "O", "C", "H", "H", "H", "H", "H", "H", "H", "H", "C", "C", "C", "O", "C", "H", "H", "H", "H", "H", "H", "H", "H", "C", "C", "C", "O", "C", "H", "H", "H", "H", "H", "H", "H", "H", "C", "C", "C", "O", "C", "H", "H", "H", "H", "H", "H", "H", "H", "C", "C", "C", "O", "C", "H", "H", "H", "H", "H", "H", "H", "H", "C", "C", "C", "O", "C", "H", "H", "H", "H", "H", "H", "H", "H"],
  "coordinates": [[0.189824, 7.872521, 4.208136], [-0.197451, 7.189281, 5.650761], [-1.263734, 5.909147, 5.502696], [-2.479381, 6.223010, 6.565803], [-3.511695, 4.965826, 6.810730], [-2.763326, 3.614562, 7.370560], [-2.396293, 3.638642, 8.968184], [-0.828213, 3.969378, 9.317310], [0.271088, 3.132510, 8.430465], [1.534187, 3.824790, 7.950665], [2.584985, 2.926811, 7.008889], [3.922381, 3.046761, 7.100635], [1.822888, 1.850319, 5.980309], [2.338882, 1.513184, 4.457022], [1.440211, 0.464912, 3.567550], [1.889963, 0.124988, 1.994840], [0.950361, 1.148093, 1.064441], [1.205389, 2.743741, 1.417176], [0.083673, -0.314681, 4.098209], [-0.437255, 0.018201, 5.622479], [0.426620, 1.096290, 6.508740], [-0.052595, 1.536345, 8.049652], [-0.657364, 0.703890, 8.905383], [1.046663, 7.292693, 3.628122], [-0.771908, 8.049792, 3.533291], [0.639899, 8.943663, 4.449101], [0.792007, 6.858214, 6.217453], [-0.726973, 8.010715, 6.329233], [-1.624796, 5.799228, 4.379134], [-0.616863, 4.952923, 5.788300], [-3.111529, 7.106140, 6.104285], [-1.973401, 6.484146, 7.592466], [-4.457592, 5.264836, 7.470110], [-3.966304, 4.694654, 5.740931], [-3.534492, 2.716541, 7.220476], [-1.865408, 3.389743, 6.654835], [-2.751109, 2.625596, 9.464705], [-3.055086, 4.490024, 9.460238], [-0.560524, 5.130259, 9.239108], [-0.636795, 3.691924, 10.458403], [1.736888, 4.955148, 8.196087], [3.330830, 2.049574, 4.080929], [1.544134, -0.967235, 1.748415], [3.031230, 0.329980, 1.837314], [-0.175556, 0.930181, 1.387182], [1.086141, 0.974981, -0.084756], [0.287621, 3.214215, 1.984311], [1.290101, 3.318166, 0.390481], [2.202469, 2.906745, 2.026030], [-0.522331, -1.095042, 3.432502], [-1.402931, -0.516811, 6.034693], [-1.700119, -2.271297, -0.881249], [-2.854452, -2.723143, -0.024462], [-2.271900, -2.626293, 1.368698], [-1.308129, -1.564383, 1.343854], [-1.069375, -1.197453, -0.022012], [-2.000550, -1.906804, -1.866827], [-0.995469, -3.099633, -1.021491], [-3.690740, -2.021921, -0.129286], [-3.216255, -3.725559, -0.266895], [-1.747480, -3.547116, 1.645162], [-3.031636, -2.416277, 2.127089], [-1.541613, -0.224030, -0.193685], [0.005855, -1.099051, -0.194897], [2.368984, -6.366929, 1.910804], [0.874706, -6.436308, 2.092610], [0.391797, -5.340355, 1.167773], [1.336924, -5.257014, 0.092174], [2.493807, -6.029732, 0.441115], [2.888066, -7.289688, 2.182000], [2.779215, -5.550981, 2.517663], [0.503759, -7.408073, 1.745987], [0.550397, -6.295574, 3.126793], [0.376640, -4.369986, 1.675235], [-0.606004, -5.539885, 0.766468], [2.488834, -6.935305, -0.175283], [3.399519, -5.459690, 0.216548], [-0.507991, -2.054556, 10.508522], [0.079724, -2.861821, 11.637082], [-0.389983, -4.261090, 11.303823], [-0.494936, -4.335650, 9.875344], [-0.388218, -3.009020, 9.340652], [0.002454, -1.103685, 10.335984], [-1.564660, -1.844987, 10.713138], [1.174336, -2.815323, 11.595360], [-0.239139, -2.529458, 12.628231], [-1.382708, -4.457424, 11.722526], [0.298776, -5.031169, 11.663062], [0.590439, -2.922003, 8.856202], [-1.165501, -2.851154, 8.587924], [-3.964684, -2.963261, -6.010436], [-5.119016, -3.415106, -5.153648], [-4.536465, -3.318256, -3.760488], [-3.572695, -2.256346, -3.785332], [-3.333941, -1.889417, -5.151199], [-4.265116, -2.598768, -6.996014], [-3.260035, -3.791597, -6.150678], [-5.955305, -2.713884, -5.258472], [-5.480820, -4.417522, -5.396082], [-4.012045, -4.239080, -3.484025], [-5.296202, -3.108240, -3.002098], [-3.806178, -0.915994, -5.322872], [-2.258711, -1.791015, -5.324083], [2.746499, 2.199823, -4.101441], [1.526203, 1.754417, -4.865131], [1.028420, 0.600726, -4.022011], [1.397699, 0.886639, -2.665909], [2.316717, 1.987837, -2.666305], [3.043237, 3.230877, -4.309665], [3.592736, 1.544218, -4.338934], [0.781070, 2.558628, -4.875103], [1.734540, 1.468417, -5.899206], [1.512034, -0.339019, -4.308996], [-0.055512, 0.469903, -4.088642], [1.787504, 2.864539, -2.277255], [3.158327, 1.766047, -2.004343], [-3.760348, 3.265703, -7.341462], [-3.786980, 2.223107, -8.429129], [-2.530950, 1.430657, -8.139212], [-2.316003, 1.495010, -6.722603], [-3.190589, 2.490507, -6.173680], [-4.739172, 3.701860, -7.126636], [-3.076965, 4.076354, -7.621054], [-4.668868, 1.583099, -8.307716], [-3.804198, 2.641112, -9.438827], [-1.658535, 1.874833, -8.630093], [-2.612989, 0.385732, -8.452042], [-3.980155, 1.972010, -5.618901], [-2.635422, 3.126261, -5.478485], [2.099087, 0.049446, -10.344766], [0.944754, -0.402399, -9.487979], [1.527305, -0.305550, -8.094819], [2.491076, 0.756362, -8.119663], [2.729829, 1.123290, -9.485529], [1.798654, 0.413940, -11.330345], [2.803735, -0.778890, -10.485009], [0.108465, 0.298823, -9.592804], [0.582950, -1.404816, -9.730412], [2.051726, -1.226372, -7.818356], [0.767569, -0.095533, -7.336428], [2.257593, 2.096714, -9.657203], [3.805059, 1.221692, -9.658414], [6.176180, -4.007521, -7.600404], [4.681903, -4.076900, -7.418597], [4.198992, -2.980947, -8.343435], [5.144121, -2.897606, -9.419033], [6.301004, -3.670325, -9.070093], [6.695262, -4.930281, -7.329208], [6.586411, -3.191573, -6.993545], [4.310956, -5.048665, -7.765221], [4.357594, -3.936167, -6.384415], [4.183837, -2.010578, -7.835972], [3.201193, -3.180476, -8.744739], [6.296030, -4.575897, -9.686491], [7.206715, -3.100282, -9.294660]],
  "forces_ev_per_angstrom": [[0.41, 0.81, 0.50], [-0.36, 0.16, -0.30], [1.09, 0.47, 0.57], [-0.24, -0.94, -0.33], [-0.04, -0.24, -0.99], [-1.18, -0.39, -0.27], [-0.27, 0.44, -0.08], [0.73, -0.40, 0.67], [2.74, 1.83, -1.28], [-3.19, -3.28, 0.28], [4.01, 0.34, 0.60], [-8.41, -0.65, -0.86], [-1.90, -2.16, -2.13], [-3.45, -1.48, 2.41], [-0.48, -0.17, 1.79], [-1.54, 1.17, 0.79], [-0.45, 0.39, 0.95], [0.04, 0.01, -0.72], [1.94, 2.97, 3.22], [3.69, 1.76, -1.87], [0.69, -0.17, -1.50], [-1.48, -2.59, 1.95], [3.44, 5.21, -5.22], [-2.08, 1.02, 1.16], [2.11, -0.58, 1.41], [-0.91, -2.16, -0.62], [-2.11, 0.64, -1.23], [1.18, -1.67, -1.51], [0.61, 0.27, 2.44], [-1.72, 1.82, -0.59], [1.41, -1.52, 1.25], [-1.09, -0.16, -1.98], [2.23, -0.57, -1.18], [0.97, 0.50, 2.23], [1.68, 1.91, 0.26], [-1.49, 0.37, 1.57], [1.08, 2.07, -1.06], [1.39, -1.69, -0.91], [-0.66, -2.59, -0.11], [-0.43, 0.49, -2.40], [-0.26, -2.58, -0.48], [-2.46, -1.47, 0.74], [0.99, 2.03, 0.55], [-2.22, -0.55, 0.31], [2.48, 0.26, -0.94], [-0.20, 0.14, 2.25], [1.99, -1.03, -0.93], [-0.06, -1.02, 2.11], [-2.11, -0.26, -1.22], [1.66, 2.06, 1.35], [2.28, 1.38, -0.73], [0.45, -0.18, -0.48], [-0.63, 0.03, -0.03], [0.09, -0.17, 0.41], [-0.14, -0.23, -0.06], [0.15, 0.33, -0.13], [0.02, -0.06, 0.15], [-0.02, 0.09, -0.01], [0.04, -0.11, 0.01], [0.03, 0.09, 0.06], [-0.13, -0.02, 0.01], [0.13, 0.06, 0.01], [0.08, -0.01, -0.10], [-0.14, 0.01, 0.09], [0.54, 0.15, 0.36], [-0.47, -0.44, 0.17], [-0.07, 0.39, -0.16], [0.02, -0.17, 0.30], [0.05, -0.04, -0.45], [-0.04, 0.12, -0.05], [0.00, -0.12, -0.06], [0.00, 0.10, 0.07], [0.01, 0.00, -0.13], [-0.07, 0.00, 0.06], [0.10, 0.06, -0.08], [0.10, -0.02, 0.02], [-0.14, 0.01, -0.06], [-0.32, 0.53, -0.06], [0.47, -0.02, 0.37], [-0.20, -0.39, -0.04], [0.03, 0.22, 0.24], [0.18, -0.12, -0.34], [-0.16, -0.19, -0.02], [0.12, 0.05, -0.06], [-0.10, -0.01, 0.06], [0.04, -0.07, -0.10], [0.02, -0.02, 0.11], [-0.09, -0.01, -0.13], [-0.04, 0.11, -0.06], [0.07, -0.12, 0.05], [0.41, -0.25, -0.44], [-0.65, -0.02, -0.03], [0.19, -0.09, 0.42], [-0.19, -0.18, -0.28], [0.12, 0.46, 0.13], [0.06, -0.02, 0.11], [-0.06, 0.10, -0.04], [0.05, -0.11, 0.02], [0.03, 0.11, 0.06], [-0.09, -0.07, 0.02], [0.15, 0.04, -0.01], [0.10, 0.02, -0.11], [-0.09, 0.05, 0.13], [0.63, 0.02, -0.08], [-0.46, 0.20, -0.46], [-0.14, -0.37, 0.08], [0.14, 0.16, -0.16], [-0.14, 0.07, 0.40], [-0.02, -0.12, 0.05], [-0.06, 0.11, 0.02], [0.03, -0.10, -0.03], [-0.01, 0.08, 0.15], [-0.04, -0.03, -0.09], [0.08, -0.02, 0.11], [0.08, 0.07, 0.02], [-0.13, -0.06, 0.03], [0.05, 0.65, 0.06], [-0.43, -0.31, -0.38], [0.42, -0.15, 0.03], [-0.21, 0.15, -0.21], [0.02, -0.23, 0.40], [0.13, -0.05, 0.00], [-0.10, -0.05, 0.06], [0.09, 0.05, -0.07], [0.02, -0.08, 0.11], [-0.01, -0.02, -0.10], [0.08, 0.04, 0.11], [-0.03, 0.09, 0.06], [0.03, -0.16, -0.04], [0.43, -0.28, -0.47], [-0.64, 0.00, -0.02], [0.14, -0.13, 0.41], [-0.14, -0.19, -0.25], [0.14, 0.42, 0.12], [0.06, -0.02, 0.11], [-0.04, 0.11, -0.03], [0.03, -0.11, 0.03], [0.04, 0.10, 0.06], [-0.14, -0.02, 0.01], [0.10, 0.05, 0.00], [0.05, 0.02, -0.08], [-0.09, 0.00, 0.14], [0.54, 0.15, 0.35], [-0.47, -0.45, 0.17], [-0.07, 0.40, -0.15], [0.02, -0.17, 0.30], [0.06, -0.05, -0.45], [-0.04, 0.11, -0.05], [0.00, -0.12, -0.06], [0.00, 0.10, 0.07], [0.01, 0.00, -0.13], [-0.07, -0.01, 0.06], [0.10, 0.05, -0.08], [0.11, -0.02, 0.03], [-0.15, 0.01, -0.06]],
  "lowdin_charge": [-0.16, -0.27, -0.21, -0.22, -0.22, -0.21, -0.20, -0.16, -0.10, 0.04, -0.20, -0.05, -0.02, 0.03, -0.12, -0.16, -0.23, -0.13, 0.02, 0.01, -0.03, -0.17, -0.04, 0.08, 0.08, 0.07, 0.10, 0.10, 0.12, 0.10, 0.12, 0.10, 0.12, 0.12, 0.12, 0.09, 0.11, 0.12, 0.12, 0.13, 0.12, 0.12, 0.10, 0.11, 0.11, 0.09, 0.08, 0.07, 0.07, 0.10, 0.10, -0.16, -0.17, -0.20, -0.18, -0.21, 0.10, 0.12, 0.12, 0.12, 0.09, 0.12, 0.12, 0.11, -0.18, -0.18, -0.22, -0.14, -0.21, 0.12, 0.12, 0.12, 0.12, 0.11, 0.12, 0.12, 0.12, -0.19, -0.18, -0.21, -0.14, -0.21, 0.09, 0.12, 0.12, 0.11, 0.11, 0.12, 0.12, 0.12, -0.18, -0.18, -0.21, -0.15, -0.20, 0.11, 0.12, 0.12, 0.12, 0.12, 0.12, 0.11, 0.12, -0.17, -0.17, -0.20, -0.16, -0.22, 0.12, 0.12, 0.12, 0.09, 0.12, 0.12, 0.11, 0.12, -0.18, -0.18, -0.21, -0.15, -0.21, 0.12, 0.12, 0.12, 0.12, 0.11, 0.12, 0.11, 0.12, -0.17, -0.17, -0.20, -0.15, -0.20, 0.12, 0.11, 0.10, 0.12, 0.10, 0.11, 0.12, 0.12, -0.18, -0.18, -0.22, -0.14, -0.21, 0.12, 0.12, 0.12, 0.12, 0.11, 0.11, 0.12, 0.12]
}